# 1
{"formula": "C5H8N2", "method": "ωB97M-V/def2-TZVPD", "de_lowest_kj_mol": 236.4, "total_charge": 0, "multiplicity": 1, "e_tot_ev": -8292.5457, "lumo_ev": 0.7, "symbols": ["C", "C", "C", "C", "N", "C", "N", "H", "H", "H", "H", "H", "H", "H", "H"], "positions_angstrom": [[-1.0961, 1.3616, -0.7816], [-0.2585, 0.1868, -0.3836], [1.2326, 0.2150, -0.3542], [1.8438, 0.5926, 0.9401], [2.3222, 0.8791, 1.9544], [-0.3280, -1.9292, 0.7910], [-0.8440, -0.9029, 0.1182], [-0.5306, 2.0101, -1.4593], [-2.0105, 1.0538, -1.3119], [-1.4106, 1.9872, 0.0693], [1.6025, 0.9140, -1.1133], [1.6184, -0.7902, -0.6027], [0.6637, -1.8346, 1.2094], [-0.9622, -2.7794, 0.9932], [-1.8427, -0.9640, -0.0689]], "mulliken_charge": [-1.2487, 0.7027, -1.1091, 0.3837, -0.4426, -0.6488, -0.1106, 0.3206, 0.3784, 0.2660, 0.3320, 0.4112, 0.2532, 0.2536, 0.2584]}



# 2
{"formula": "C5H8N2", "method": "ωB97M-V/def2-TZVPD", "de_lowest_kj_mol": 331.2, "total_charge": 0, "multiplicity": 1, "e_tot_ev": -8291.5638, "lumo_ev": 0.8, "symbols": ["C", "N", "C", "C", "C", "C", "N", "H", "H", "H", "H", "H", "H", "H", "H"], "positions_angstrom": [[1.9757, 0.1655, 0.5739], [0.5108, 1.0357, 1.3135], [0.2904, 0.8405, -0.0631], [-0.7494, -0.0852, -0.2407], [-1.4340, -0.5017, -1.5083], [-1.0583, -0.4277, 1.0693], [-0.2842, 0.1995, 1.9769], [1.8062, -0.8347, 0.9644], [2.6537, 0.7489, 1.1919], [2.3552, 0.1337, -0.4509], [0.6558, 1.5762, -0.7703], [-2.1279, -1.3281, -1.3247], [-0.7260, -0.8271, -2.2782], [-2.0177, 0.3262, -1.9282], [-1.8450, -1.0971, 1.4067]], "mulliken_charge": [-0.8136, -0.1700, -0.4181, 0.7114, -1.1681, -0.3781, -0.6437, 0.3327, 0.3406, 0.3114, 0.5596, 0.3270, 0.2901, 0.2724, 0.4463]}



# 3
{"formula": "C5H8N2", "method": "ωB97M-V/def2-TZVPD", "de_lowest_kj_mol": 387.1, "total_charge": 0, "smiles": "[H]/N=C1\\C[C@@H]1C(=C)N", "multiplicity": 1, "e_tot_ev": -8290.9840, "lumo_ev": 1.1, "symbols": ["C", "C", "N", "C", "C", "C", "N", "H", "H", "H", "H", "H", "H", "H", "H"], "positions_angstrom": [[-0.8512, -1.1122, 0.2114], [0.8639, 0.4841, 0.0535], [1.8679, -0.3579, 0.4690], [-0.6186, 0.1917, 0.6904], [1.0337, 1.6458, -0.5757], [-1.8592, 0.2338, -0.1956], [-0.5449, -2.2631, -0.1292], [1.6963, -1.3509, 0.3326], [2.8032, -0.0929, 0.1827], [-1.3208, -2.9164, -0.2448], [-0.6596, 0.3654, 1.7571], [2.0225, 1.9856, -0.8654], [0.1889, 2.3124, -0.7098], [-1.8512, 0.3334, -1.2704], [-2.7710, 0.5412, 0.2944]], "mulliken_charge": [0.2216, 0.5074, -0.5007, 0.2408, -1.1230, -0.9730, -0.6390, 0.2646, 0.2393, 0.2629, 0.3601, 0.2694, 0.2738, 0.3071, 0.2887]}